Below is 2 unconnected molecules or ions with the total composition C3H8O2 at a distorted geometry, with properties calculated with ωB97M-V/def2-TZVPD.

Last column: Löwdin charge in e.
Cartesian coordinates (Å):
O1 2.5943 -0.0804 -0.8724  0.05
C1 1.5335 0.3765 -1.2135  -0.29
C2 0.2686 0.5554 -0.4511  -0.21
C3 0.2696 0.2111 1.0399  -0.12
H1 1.4425 0.7284 -2.2648  0.12
H2 -0.5637 0.0082 -0.9222  0.10
H3 0.0165 1.6161 -0.5980  0.12
H4 -0.7278 0.3581 1.4579  0.06
H5 0.8564 0.8568 1.6842  0.07
H6 0.6869 -0.7754 1.2374  0.08
H7 -2.5249 -1.5518 -0.2982  0.05
H8 -1.5370 -1.3615 0.7857  0.02
O2 -2.3149 -0.9416 0.4150  -0.06

Results
- SMILES = CCC=O.O
- highest occupied orbital energy (Ha) = -0.36092
- orbital gap (eV) = 10.491
- ΔE to the lowest compared entry with this formula, charge and spin (kcal/mol) = 22.8